1.
Computed, not measured: an isolated molecule of HN5 at a distorted geometry, with ωB97M-V/def2-TZVPD.

HOMO (spin up / spin down) = -10.5 / -10.5 eV
E = -7462.3843 eV
Frontier orbital gap (spin up / spin down) = 0.3560 / 0.3560 Ha
Strongest force on any atom = 0.08631 Eh/bohr
Energy relative to the best compared isomer or geometry (same formula, charge and spin) = 1.8592 eV
Net charge = 0

```
6
Properties=species:S:1:pos:R:3:forces:R:3
N 0.22943 -1.30298 0.68980 0.039 -1.027 -4.318
N 0.47005 -0.06059 1.24323 0.705 1.578 2.331
N 0.01363 -1.47504 -0.45319 -0.590 1.043 2.351
N 0.20137 0.88261 0.42724 -1.171 -0.445 -1.212
N -0.24459 0.61308 -0.71299 1.557 -2.886 2.071
H -0.66988 1.34292 -1.19409 -0.540 1.737 -1.223
```
Forces are in eV/Å.

2.
Computed, not measured: an isolated molecule of HNO at a distorted geometry, with ωB97M-V/def2-TZVPD.

HOMO = -9.2 eV
E = -3550.7875 eV
Frontier orbital gap = 0.3418 Ha
Strongest force on any atom = 0.08670 Eh/bohr
Structure (SMILES) = N=O
Energy relative to the best compared isomer or geometry (same formula, charge and spin) = 0.1402 eV
Net charge = 0

```
3
Properties=species:S:1:pos:R:3:forces:R:3
N -0.00951 -0.24273 0.31857 0.230 -4.452 0.093
O -0.07475 0.90416 0.38104 -0.139 3.389 -0.581
H 0.08427 -0.66143 -0.69962 -0.091 1.063 0.487
```
Forces are in eV/Å.